74
Properties=species:S:1:pos:R:3:forces:R:3 method="wB97M-V/def2-TZVPD" charge=-2 spin_multiplicity=2 s_squared=0.775 max_force_ha_per_bohr=0.052 homo_lumo_gap_ev="3.95 / 6.24" e_above_lowest_kcal_mol=15.6 e_tot_ha=-7553.98413
Hg -19.2499 -5.8299 5.4943 0.43 -1.26 0.41
Br -24.1955 -10.7425 2.5890 0.10 -0.09 -0.12
C -22.9744 -9.7696 3.6833 -0.14 0.32 0.56
C -22.3278 -10.3881 4.7531 1.25 0.54 1.35
C -21.5572 -9.5840 5.6276 0.08 -1.23 -0.36
C -21.3251 -8.1945 5.4692 -0.71 -0.81 -0.54
O -20.5126 -7.5468 6.1931 0.43 -0.10 0.43
C -22.1355 -7.6459 4.4393 0.13 1.00 -0.41
C -22.1572 -6.2545 4.1522 0.44 0.38 0.91
N -21.5178 -5.3921 4.8587 -0.39 0.27 -1.00
C -21.6059 -4.0588 4.4266 0.13 -0.25 0.53
C -22.8247 -3.5492 4.0550 -1.77 -0.73 0.00
C -22.9436 -2.2673 3.5779 1.24 1.48 -0.21
C -21.7840 -1.4583 3.6360 -0.46 -1.07 0.42
C -20.5607 -1.8925 4.1526 -0.44 -0.49 -0.07
C -18.1593 -0.2002 4.2679 0.45 -1.06 -1.18
C -17.6387 -0.6377 5.5912 -0.41 -1.31 0.05
C -17.9208 -2.0990 5.7626 -0.27 -0.52 0.12
N -19.2373 -3.8688 4.7789 0.00 1.04 -0.44
C -20.4141 -3.2851 4.4713 -0.61 0.42 -0.31
C -22.8960 -8.3880 3.5682 -0.80 -1.92 -0.70
H -22.3083 -11.4745 4.9631 -0.35 0.77 -0.44
H -20.9782 -10.0301 6.4330 -0.17 -0.25 -0.13
H -22.7839 -5.9623 3.3125 0.07 0.28 -0.26
H -23.7472 -4.1943 4.1865 1.24 0.76 -0.27
H -23.8576 -1.7952 3.2445 -0.18 -0.29 0.06
H -21.8707 -0.4240 3.3912 -0.09 0.70 -0.17
H -18.2578 0.8517 4.3259 -0.51 1.21 -0.10
H -16.9365 -0.1143 6.1378 1.36 0.94 1.07
H -17.7628 -2.7035 6.6570 0.80 0.41 -0.01
H -23.4711 -7.9321 2.7609 0.23 0.19 0.28
O -17.1397 -4.9032 9.3775 -0.09 0.07 -0.90
C -17.2829 -5.2110 8.1743 0.77 -0.09 1.33
O -18.3253 -5.5564 7.5980 -2.08 -0.25 -0.17
C -16.0502 -5.2960 7.3085 1.98 0.13 1.76
P -16.2291 -5.8379 5.6251 -0.62 -1.29 -0.71
C -18.1816 -2.9505 4.5804 0.51 -0.47 -0.74
C -17.6658 -2.8823 3.3319 0.04 -0.42 0.39
C -16.9848 -1.7587 2.6904 -1.65 0.31 1.63
C -17.3151 -0.5093 3.0761 0.05 -1.68 0.10
C -19.6337 -0.8388 4.6858 0.14 2.06 -0.39
C -18.9841 -1.0879 6.0260 -1.76 0.22 0.59
C -14.4873 -5.5820 5.1940 -0.01 0.18 -0.58
C -13.4966 -6.5590 5.3197 -0.12 -0.41 -0.85
C -12.2380 -6.2258 4.8153 0.35 -1.12 1.02
C -11.9214 -4.9906 4.3090 0.98 0.09 0.23
C -12.8784 -4.0045 4.2931 -0.07 0.58 -0.47
C -14.1737 -4.3177 4.6543 -0.58 0.71 0.50
H -15.3547 -5.9947 7.8940 -0.48 1.14 -0.88
H -15.6116 -4.2626 7.2452 0.00 -0.93 0.18
H -17.9847 -3.7041 2.6883 0.11 0.15 0.00
H -16.4632 -1.9344 1.7912 0.77 -0.12 -0.84
H -16.8964 0.2618 2.4982 0.31 1.32 -0.57
H -20.2339 0.0902 4.6876 0.10 -0.41 0.20
H -19.5036 -0.9051 6.9752 0.44 -0.48 -0.29
H -13.7109 -7.6229 5.6331 0.12 1.57 -0.13
H -11.4327 -6.9345 4.9784 0.00 -0.18 -0.37
H -10.8813 -4.7945 4.0223 -0.45 0.03 0.01
H -12.5989 -2.9983 3.9780 -0.27 -0.19 -0.06
H -14.9430 -3.5014 4.5720 0.56 -1.10 0.14
Br -18.5970 -10.0593 2.6903 0.03 -0.13 -0.01
C -17.0304 -10.5110 3.7436 -1.14 -0.18 -0.70
C -16.5666 -11.7785 3.4501 -0.14 1.26 -0.04
C -15.4419 -12.2661 4.1455 -0.22 0.99 0.29
C -14.8946 -11.3616 5.1283 -2.13 0.10 -1.10
C -15.4426 -10.1150 5.4307 0.85 -1.82 -1.30
C -16.5238 -9.5824 4.7011 -0.27 -0.81 -0.60
C -16.9678 -8.2705 4.8042 -0.09 0.98 0.22
O -16.2310 -7.5214 5.7844 -0.37 0.74 -0.29
O -17.8630 -7.7239 4.1329 0.15 0.69 0.76
H -17.1300 -12.1703 2.5892 0.76 -0.75 0.66
H -15.0366 -13.2385 3.8925 0.21 0.11 0.28
H -14.0788 -11.6744 5.6852 1.62 -0.55 0.97
H -14.9124 -9.4576 6.0460 0.59 0.64 1.24

=====

74
Properties=species:S:1:pos:R:3:forces:R:3 method="wB97M-V/def2-TZVPD" charge=-2 spin_multiplicity=2 s_squared=0.783 max_force_ha_per_bohr=0.063 homo_lumo_gap_ev="3.21 / 5.20" e_above_lowest_kcal_mol=40.3 e_tot_ha=-7553.94485
Hg -14.6395 -15.1053 0.7655 -0.17 0.20 0.60
Br -21.6734 -14.3317 -1.7778 -0.54 -0.10 -0.16
C -20.0037 -15.1154 -1.3501 0.56 0.39 1.57
C -19.2950 -15.8862 -2.2441 0.35 0.65 1.12
C -17.9502 -16.0729 -1.9715 0.65 0.56 0.27
C -17.2490 -15.5489 -0.8597 -0.44 -0.23 0.14
O -15.9372 -15.5435 -0.9144 0.48 0.03 0.16
C -18.0707 -15.0758 0.2384 -0.38 0.23 1.03
C -17.7650 -14.8266 1.6764 1.21 -0.72 -2.48
N -16.5128 -14.8896 2.1757 -0.72 0.67 0.73
C -16.1661 -14.7305 3.5168 -0.09 -0.66 -0.86
C -17.0204 -14.8364 4.6475 1.86 -0.73 -0.62
C -16.4581 -15.2292 5.8736 -1.70 0.51 -0.61
C -15.1046 -15.2982 6.0160 -0.21 0.09 2.31
C -14.2427 -14.9192 5.0264 1.80 0.37 -0.89
C -11.5163 -14.0887 5.6560 0.93 0.14 1.25
C -10.7578 -14.8250 4.5535 -0.27 1.19 0.61
C -11.5448 -14.8248 3.3129 -0.19 -0.32 -0.71
N -13.8509 -14.4001 2.6775 -1.46 -0.59 -0.55
C -14.7504 -14.6551 3.7292 1.35 0.16 0.37
C -19.4164 -14.7623 -0.1318 0.90 -0.39 -0.36
H -19.7177 -16.3021 -3.1010 -0.68 -0.37 -1.40
H -17.3565 -16.4573 -2.7746 0.48 -0.50 -0.18
H -18.6462 -14.6349 2.2503 -0.38 0.28 0.70
H -18.0562 -14.8301 4.4550 -1.16 -0.08 0.07
H -17.1187 -15.4865 6.6956 0.05 0.11 0.06
H -14.7376 -15.5279 7.0395 0.00 -0.01 -0.81
H -11.0403 -14.4327 6.6309 -0.69 0.61 -0.91
H -9.7383 -14.9755 4.5447 2.12 -0.28 0.11
H -11.0736 -15.2588 2.4039 -0.39 0.17 0.73
H -19.8593 -14.1915 0.6535 -1.10 0.35 -0.03
O -10.6770 -16.8204 0.4219 -0.17 0.26 -0.69
C -11.5767 -16.2706 -0.2589 1.10 -1.10 2.00
O -12.8114 -16.5340 -0.1538 0.38 0.71 -0.95
C -11.1114 -15.1041 -1.1530 -2.78 -1.34 -1.07
P -12.1293 -13.7219 -0.6116 0.35 1.01 0.33
C -12.6452 -13.8590 3.1043 0.26 -0.53 -0.05
C -12.6605 -12.5804 3.4795 -1.08 0.37 -1.00
C -11.8765 -11.9139 4.4741 0.55 -0.13 0.53
C -11.4731 -12.5795 5.5715 0.90 0.92 0.46
C -12.7227 -15.1096 5.4135 -1.79 -0.29 0.04
C -11.8308 -15.8071 4.4325 -1.08 -1.20 -1.35
C -10.8918 -12.4286 -1.0874 0.52 0.92 0.85
C -11.3519 -11.3237 -1.7964 -0.30 -0.67 0.21
C -10.5720 -10.1919 -1.8902 0.95 1.42 -0.95
C -9.2791 -10.0731 -1.3553 -1.53 -2.29 1.08
C -8.8012 -11.2035 -0.6275 -0.16 0.85 -0.43
C -9.5825 -12.3371 -0.4985 -1.40 0.00 -1.29
H -11.4538 -15.3759 -2.1705 0.24 0.28 0.20
H -10.0884 -14.8497 -1.1784 1.13 -0.07 0.28
H -13.5679 -12.1005 3.0920 0.28 0.33 0.40
H -11.6858 -10.8541 4.3225 -0.10 0.04 0.42
H -10.8895 -11.9955 6.3613 -0.84 -0.97 -0.97
H -12.8575 -15.7082 6.3174 0.51 0.14 0.08
H -11.8454 -16.8523 4.1894 0.21 -0.32 0.15
H -12.3562 -11.4023 -2.2346 0.63 0.51 0.11
H -10.9235 -9.3344 -2.4820 -0.11 -0.34 0.35
H -8.8202 -9.1195 -1.3466 0.75 0.58 -0.19
H -7.8333 -11.2096 -0.1250 -0.13 0.19 -0.24
H -9.1734 -13.2093 -0.0405 0.17 -0.38 0.64
Br -17.5473 -12.0869 -2.1767 -1.05 -0.16 1.41
C -16.2243 -12.0126 -3.4350 -1.17 0.16 -0.50
C -16.6591 -11.4577 -4.6600 1.82 -0.52 0.68
C -15.7287 -11.4115 -5.6719 -0.85 0.53 -0.04
C -14.4722 -11.9839 -5.5272 0.91 0.49 -1.97
C -14.0908 -12.5047 -4.3404 -1.23 -1.00 1.06
C -14.9855 -12.5479 -3.2272 2.39 0.15 -1.04
C -14.3591 -12.8611 -1.8931 -0.40 0.18 0.91
O -13.1759 -13.4750 -1.9243 0.57 -0.80 -1.69
O -14.8026 -12.4515 -0.8613 -0.64 0.36 0.46
H -17.6454 -11.0379 -4.7188 -0.16 0.04 -0.14
H -16.0335 -10.8594 -6.5379 0.17 -0.08 -0.73
H -13.7405 -12.0137 -6.3846 -0.98 0.14 0.95
H -13.1912 -13.0593 -4.3016 0.99 -0.11 0.42